{
  "formula": "C68H136As4F24N8O6",
  "method": "the ωB97M-V functional and the def2-TZVPD basis",
  "fmax_ev_per_a": 5.2,
  "homo_ev": -8.864,
  "total_energy_ev": -405482.45133,
  "lumo_energy_ev": -7.507,
  "charge": 2,
  "elements": ["C", "N", "C", "C", "C", "C", "C", "C", "C", "C", "N", "C", "C", "C", "H", "H", "H", "H", "H", "H", "H", "H", "H", "H", "H", "H", "H", "H", "C", "C", "C", "C", "N", "C", "C", "C", "C", "C", "H", "H", "H", "H", "H", "H", "H", "H", "H", "H", "H", "H", "H", "H", "H", "H", "H", "H", "H", "H", "C", "C", "C", "C", "N", "C", "C", "C", "C", "C", "H", "H", "H", "H", "H", "H", "H", "H", "H", "H", "H", "H", "H", "H", "H", "H", "H", "H", "H", "H", "C", "C", "C", "C", "N", "C", "C", "C", "C", "C", "H", "H", "H", "H", "H", "H", "H", "H", "H", "H", "H", "H", "H", "H", "H", "H", "H", "H", "H", "H", "C", "C", "C", "C", "N", "C", "C", "C", "C", "C", "H", "H", "H", "H", "H", "H", "H", "H", "H", "H", "H", "H", "H", "H", "H", "H", "H", "H", "H", "H", "C", "C", "C", "C", "N", "C", "C", "C", "C", "C", "H", "H", "H", "H", "H", "H", "H", "H", "H", "H", "H", "H", "H", "H", "H", "H", "H", "H", "H", "H", "C", "C", "C", "C", "N", "C", "C", "C", "C", "C", "H", "H", "H", "H", "H", "H", "H", "H", "H", "H", "H", "H", "H", "H", "H", "H", "H", "H", "H", "H", "As", "F", "F", "F", "F", "F", "F", "As", "F", "F", "F", "F", "F", "F", "As", "F", "F", "F", "F", "F", "F", "As", "F", "F", "F", "F", "F", "F", "O", "C", "O", "O", "H", "O", "C", "O", "O", "H"],
  "coordinates": [[-10.3400, -7.7419, 16.5050], [-9.7882, -7.3969, 17.8650], [-9.4357, -8.4463, 18.6334], [-9.0287, -8.2795, 19.9002], [-8.9626, -6.9652, 20.4792], [-9.3913, -5.9314, 19.6313], [-9.8105, -6.0994, 18.2958], [-8.4046, -6.6879, 21.8519], [-8.5747, -7.6481, 22.8856], [-8.0073, -7.3703, 24.1197], [-7.2149, -6.3189, 24.3129], [-7.0023, -5.3978, 23.3274], [-7.6016, -5.5855, 22.0800], [-6.6294, -6.1017, 25.6587], [-11.1427, -8.4350, 16.7566], [-9.5759, -8.1835, 15.8653], [-10.8210, -6.8622, 16.0775], [-9.4980, -9.4208, 18.1720], [-8.5630, -9.0838, 20.4502], [-9.3266, -4.9602, 20.0992], [-9.9943, -5.3414, 17.5488], [-9.2605, -8.4551, 22.6740], [-8.1965, -7.9021, 25.0404], [-6.4321, -4.4987, 23.5081], [-7.4564, -4.7807, 21.3746], [-5.9429, -6.9450, 25.7328], [-7.3990, -6.1038, 26.4305], [-6.0860, -5.1661, 25.7912], [-11.7645, -19.2449, 10.9188], [-11.8878, -19.5034, 12.4372], [-13.2273, -19.0401, 12.9979], [-13.3353, -19.2142, 14.5774], [-14.5226, -18.4843, 15.2814], [-14.3597, -18.5843, 16.8418], [-15.7916, -18.4202, 17.4293], [-16.7680, -18.5870, 16.2947], [-15.9435, -19.1008, 15.1114], [-14.6353, -16.9859, 14.8370], [-12.6684, -19.5820, 10.4112], [-10.8134, -19.4625, 10.4330], [-11.9416, -18.1852, 10.7349], [-11.1343, -19.0329, 13.0688], [-11.7511, -20.5420, 12.7384], [-14.0406, -19.5647, 12.4964], [-13.4089, -18.0030, 12.7159], [-12.4727, -18.7564, 15.0614], [-13.4493, -20.2772, 14.7899], [-13.6542, -17.7927, 17.0942], [-13.8633, -19.5289, 17.0639], [-15.9522, -17.4399, 17.8782], [-15.9729, -19.1448, 18.2232], [-17.3808, -17.7377, 15.9925], [-17.4358, -19.3995, 16.5811], [-16.3718, -18.9881, 14.1154], [-15.8508, -20.1758, 15.2663], [-14.9880, -16.3608, 15.6573], [-15.3409, -17.0457, 14.0083], [-13.6542, -16.6464, 14.5047], [-14.6392, -13.6354, 0.2579], [-13.5056, -13.3437, 1.2610], [-13.0362, -11.9263, 1.1284], [-11.6730, -11.7055, 1.8410], [-11.1599, -10.2445, 1.6718], [-9.8649, -9.9990, 2.5607], [-10.3066, -8.7230, 3.3641], [-11.5827, -8.1243, 2.7221], [-12.2655, -9.3601, 2.1726], [-10.7961, -9.8494, 0.2547], [-14.2317, -13.4272, -0.7314], [-15.3978, -12.8712, 0.4269], [-15.0370, -14.6386, 0.4106], [-12.6306, -13.9334, 0.9874], [-13.8134, -13.6569, 2.2586], [-13.9106, -11.4693, 1.5917], [-12.9634, -11.6680, 0.0719], [-10.8370, -12.3302, 1.5266], [-11.7111, -11.8206, 2.9242], [-9.0350, -9.7945, 1.8841], [-9.6483, -10.8506, 3.2057], [-9.5485, -7.9443, 3.4481], [-10.5130, -8.9662, 4.4063], [-11.3998, -7.5025, 1.8457], [-12.2004, -7.6083, 3.4571], [-13.0170, -9.2648, 1.3888], [-12.7796, -9.8378, 3.0065], [-9.9455, -10.4615, -0.0450], [-10.5216, -8.8006, 0.1417], [-11.6948, -9.9033, -0.3598], [2.9906, -6.9841, 4.4328], [1.4970, -7.1847, 4.0191], [0.5601, -5.9359, 3.9199], [0.2886, -5.2874, 5.2928], [0.3181, -3.7232, 5.1927], [0.1910, -3.1096, 6.6573], [1.0844, -1.8815, 6.7732], [1.7467, -1.7915, 5.4338], [1.7010, -3.1872, 4.8323], [-0.8087, -3.1842, 4.2697], [3.4105, -6.0868, 3.9783], [3.6233, -7.8255, 4.1502], [3.0265, -6.8659, 5.5157], [1.0792, -7.9731, 4.6452], [1.4875, -7.6550, 3.0358], [-0.3399, -6.3375, 3.4542], [1.0465, -5.2830, 3.1952], [1.1589, -5.4343, 5.9323], [-0.5916, -5.5240, 5.8906], [-0.8616, -2.9384, 6.8825], [0.5573, -3.9540, 7.2412], [0.5234, -0.9764, 7.0059], [1.7622, -2.1643, 7.5786], [1.3002, -0.9892, 4.8463], [2.7649, -1.4690, 5.6514], [1.5873, -3.1122, 3.7508], [2.4479, -3.8958, 5.1903], [-0.8703, -2.1004, 4.3680], [-1.6899, -3.7309, 4.6054], [-0.7912, -3.4618, 3.2158], [1.3232, -7.1646, 17.8690], [1.4723, -5.6384, 17.7234], [0.0045, -5.0068, 17.8080], [0.1644, -3.4593, 17.7031], [-1.1433, -2.6549, 17.3048], [-1.4740, -2.9912, 15.8395], [-2.4380, -1.8861, 15.3120], [-2.0409, -0.7071, 16.1902], [-0.9655, -1.1688, 17.1713], [-2.2879, -2.9649, 18.3215], [0.9023, -7.4506, 18.8329], [2.3099, -7.6212, 17.7908], [0.5802, -7.5082, 17.1493], [2.0003, -5.2581, 16.8490], [2.0386, -5.3396, 18.6055], [-0.4808, -5.1662, 18.7709], [-0.6156, -5.2971, 16.9599], [0.9256, -3.1723, 16.9776], [0.3150, -3.0989, 18.7207], [-1.9335, -3.9737, 15.7314], [-0.6179, -3.0524, 15.1677], [-3.5133, -2.0402, 15.4016], [-2.1886, -1.6794, 14.2713], [-2.8686, -0.1655, 16.6482], [-1.4928, -0.0089, 15.5575], [-1.0034, -0.7109, 18.1597], [0.0468, -1.0321, 16.7910], [-2.3838, -4.0507, 18.3297], [-3.2129, -2.6050, 17.8710], [-2.1098, -2.5412, 19.3099], [11.6697, -8.1624, 9.0070], [12.1120, -6.8122, 9.6328], [11.0541, -6.2731, 10.5091], [10.9886, -7.0668, 11.8132], [10.1910, -6.2706, 12.8738], [10.8970, -4.9149, 13.3407], [10.3468, -4.6174, 14.7232], [10.1308, -6.0005, 15.3536], [10.2186, -7.0390, 14.2143], [8.7303, -6.0030, 12.4431], [10.8533, -8.0464, 8.2941], [11.3531, -8.9053, 9.7391], [12.4878, -8.6634, 8.4895], [12.2756, -6.0712, 8.8504], [13.0563, -6.9582, 10.1572], [10.1532, -6.4240, 9.9143], [11.1296, -5.1950, 10.6512], [11.9891, -7.2712, 12.1944], [10.5184, -8.0422, 11.6882], [10.7869, -4.1022, 12.6227], [11.9445, -5.2150, 13.3146], [9.4711, -3.9836, 14.5829], [11.0550, -3.9806, 15.2533], [9.1155, -6.1320, 15.7279], [10.9138, -6.1736, 16.0920], [9.3987, -7.7558, 14.1674], [11.1267, -7.6381, 14.2814], [8.1613, -6.8815, 12.1388], [8.8253, -5.2518, 11.6590], [8.1593, -5.6037, 13.2814], [-0.0943, -8.8147, 11.2733], [0.1398, -10.3279, 10.8070], [-0.9082, -11.2818, 11.2670], [-2.3434, -10.8037, 10.9251], [-3.4658, -11.8158, 11.2529], [-3.1407, -13.3583, 10.8021], [-4.5152, -14.0466, 10.7311], [-5.5284, -12.9534, 10.4448], [-4.7744, -11.5907, 10.4642], [-3.6847, -11.7725, 12.8132], [-1.0787, -8.5358, 10.8976], [0.5971, -8.1472, 10.7590], [-0.1916, -8.5937, 12.3362], [1.1287, -10.6095, 11.1689], [0.2935, -10.1514, 9.7424], [-0.8777, -11.4593, 12.3420], [-0.6993, -12.2148, 10.7436], [-2.4915, -10.6024, 9.8641], [-2.6068, -9.9122, 11.4942], [-2.3765, -13.7223, 11.4888], [-2.7669, -13.3408, 9.7784], [-4.7205, -14.4324, 11.7297], [-4.5623, -14.8896, 10.0418], [-6.3800, -13.0391, 11.1198], [-5.9658, -13.2486, 9.4910], [-5.2434, -10.7626, 10.9956], [-4.6612, -11.3068, 9.4179], [-2.7835, -12.2152, 13.2374], [-4.4885, -12.4572, 13.0838], [-4.0111, -10.7604, 13.0521], [0.3310, -20.5965, 10.3269], [0.1789, -20.8694, 8.5436], [-0.5483, -22.1140, 10.5679], [0.5087, -20.2510, 12.0614], [1.0971, -19.0211, 9.9590], [-1.2792, -19.7933, 10.2638], [1.8698, -21.5568, 10.3313], [-3.4554, -13.9217, 2.6609], [-3.1040, -12.5524, 3.6938], [-2.2413, -14.9089, 3.5196], [-3.8087, -15.2239, 1.4769], [-4.4884, -12.9574, 1.6112], [-2.0270, -13.4839, 1.6363], [-4.9203, -14.5083, 3.6438], [7.1942, -13.1179, 8.5611], [7.0769, -14.9004, 8.6489], [5.5774, -13.0256, 7.7904], [7.1935, -11.2968, 8.4672], [8.7786, -13.0881, 9.3182], [8.0594, -13.2956, 6.9899], [6.5142, -13.0858, 10.2055], [-14.2510, -12.4678, 8.6310], [-13.8047, -14.0870, 8.0822], [-15.1522, -12.2319, 7.1114], [-14.7561, -10.8486, 9.1586], [-13.4138, -12.7869, 10.2100], [-12.7594, -11.7755, 8.0095], [-15.8064, -13.1711, 9.3482], [-8.0892, -4.5720, 10.7704], [-6.9744, -5.2586, 10.7607], [-6.6736, -5.9482, 11.7283], [-6.2104, -5.1579, 9.8141], [-7.9025, -4.4306, 9.8394], [-8.3880, -16.1983, 19.0439], [-8.2171, -16.4359, 17.7492], [-7.7252, -17.5087, 17.3233], [-8.6561, -15.5820, 16.9156], [-8.4628, -17.0813, 19.4131]],
  "forces_ev_per_a": [[-0.462, 0.151, 0.940], [-0.850, 0.814, -1.364], [-0.278, 0.030, -0.663], [1.249, 1.244, 2.278], [-0.262, -0.653, -0.707], [0.077, 0.839, -0.169], [1.481, -2.006, 1.841], [-0.413, -1.678, -1.441], [0.170, 1.310, -0.071], [-0.860, -0.930, -0.415], [0.578, 2.595, -0.224], [-1.084, -0.807, -1.068], [0.631, 1.060, 1.556], [0.261, -0.656, -0.007], [0.092, -0.226, -0.554], [-0.112, 0.142, 0.086], [0.402, -0.048, -0.098], [0.071, -0.009, -0.105], [-0.397, -0.388, -0.065], [-0.307, 0.416, -0.538], [-0.295, 0.108, 0.283], [0.159, -0.256, 0.559], [-0.083, -0.544, -0.242], [0.172, -0.261, 0.419], [0.012, -0.216, -0.281], [0.069, 0.187, 0.756], [-0.052, -0.333, -0.179], [-0.077, -0.060, -0.666], [-0.851, 1.168, 0.717], [0.248, -0.248, 0.623], [-0.950, 0.346, 0.873], [-0.778, 0.770, -1.295], [-1.043, 0.234, 0.412], [-0.063, 0.672, -1.111], [0.899, 0.692, 0.409], [-0.482, -0.946, -1.154], [0.815, -0.705, 0.354], [0.273, -1.626, 0.033], [0.381, -1.038, -0.224], [-0.300, -0.540, 0.199], [0.476, 0.467, 0.314], [0.426, 0.490, -0.510], [-0.114, -0.391, -0.520], [-0.138, -0.339, 0.180], [0.261, 0.225, 0.148], [0.168, -0.338, -0.041], [0.140, 0.137, 0.360], [-0.133, -0.005, 0.185], [-0.325, -0.088, -0.112], [0.393, 0.015, 0.085], [0.165, -0.026, -0.130], [0.246, 0.214, 0.429], [-0.353, 0.203, -0.310], [0.307, 0.488, 0.059], [0.500, -0.067, -0.134], [-0.118, -0.284, -0.074], [0.203, 0.610, 0.050], [-0.132, -0.046, 0.068], [0.744, 0.867, 0.733], [0.675, -1.768, -1.083], [0.190, -0.069, 1.048], [-0.007, 1.147, -0.399], [0.583, -0.459, 0.335], [-1.753, 1.593, 0.000], [0.223, 0.334, 0.204], [0.242, -0.734, -0.764], [-0.250, 0.053, 0.908], [-0.516, -0.222, 0.217], [-0.265, -0.559, -0.233], [-0.444, -0.240, -0.023], [-0.016, 0.178, -0.393], [-0.118, -0.714, 0.096], [0.166, 0.423, 0.166], [0.551, 1.341, 0.005], [-0.049, 0.068, 0.018], [-0.337, -0.255, -0.505], [-0.365, -0.044, -0.011], [-0.153, -0.205, 0.084], [-0.222, -0.006, -0.266], [0.294, -0.257, -0.325], [-0.176, -0.328, -0.085], [0.398, 0.535, 0.407], [0.071, 0.045, -0.225], [0.276, 0.353, -0.050], [0.203, -0.449, -0.068], [-0.393, -0.103, -0.313], [0.252, 0.016, 0.782], [0.234, -0.703, -0.133], [-1.193, 0.496, 0.105], [0.682, -0.379, -0.250], [0.275, -1.495, 0.517], [1.254, 1.782, -0.564], [-0.508, 0.730, 0.889], [-1.048, -1.270, -0.941], [-1.040, -1.008, 0.568], [1.464, 0.450, 0.310], [-1.677, 0.508, -1.412], [0.210, -0.867, 0.993], [0.065, 0.074, -0.116], [-0.246, -0.029, 0.061], [0.324, -0.014, 0.100], [-0.241, 0.194, 0.255], [-0.036, 0.191, -0.169], [-0.231, 0.414, 0.086], [-0.160, 0.427, 0.253], [-0.033, -0.399, 0.065], [-0.192, -0.299, -0.581], [0.027, -0.164, -0.122], [-0.124, 0.293, 0.316], [0.113, -0.163, 0.219], [0.258, 0.690, -0.048], [-0.086, -0.417, -0.355], [0.210, -0.085, -0.640], [1.140, -0.288, -0.077], [0.009, 0.191, -0.165], [-0.128, -0.223, 0.152], [-0.238, 0.599, 0.388], [1.096, -0.088, 0.060], [0.017, 0.567, -0.454], [-1.996, -0.194, 1.427], [1.424, 1.796, -0.685], [-1.482, 0.328, 0.673], [0.268, -1.275, -0.455], [-2.236, -0.743, -0.428], [0.762, -0.119, 0.712], [1.013, 1.311, -0.354], [0.219, -0.291, 0.823], [0.436, -0.529, -2.079], [0.159, 0.314, 0.198], [-0.300, -0.351, -0.305], [0.481, -0.425, -0.335], [-0.147, -0.403, -0.180], [0.039, 0.510, -0.040], [0.051, -0.677, -0.202], [0.036, -0.629, 0.172], [-0.051, 0.190, 0.239], [0.762, 0.300, -0.223], [-0.026, -0.073, 0.507], [0.585, 0.405, 0.798], [0.213, -0.645, -0.070], [-0.274, -0.149, 0.062], [0.080, -0.217, 0.055], [-0.421, 0.446, 0.054], [-0.070, -0.002, -0.049], [-0.088, 0.088, -0.143], [0.126, 0.100, 0.317], [0.100, 0.334, 0.197], [0.316, 0.040, -0.328], [0.494, 0.025, -0.008], [0.767, -1.038, -1.275], [-1.094, -0.218, 0.406], [-0.760, 1.205, 0.034], [-0.034, 0.039, 1.274], [0.015, -1.279, -1.034], [0.216, 0.163, -0.870], [-0.595, -0.212, -0.592], [0.038, 0.029, -0.626], [1.069, 0.397, 0.323], [-0.014, 0.129, 0.041], [-0.127, 0.143, 0.228], [0.051, 0.245, -0.136], [0.249, -0.189, -0.178], [0.119, 0.141, 0.067], [-0.482, 0.114, 0.329], [0.288, 0.006, 0.348], [-0.018, 0.367, 0.309], [-0.287, 0.163, 0.063], [-0.323, -0.296, -0.110], [0.074, 0.129, 0.317], [-0.336, -0.356, 0.321], [0.073, -0.242, 0.126], [0.317, 0.394, 0.741], [-0.439, -0.241, 0.135], [-0.057, 0.140, 0.194], [0.121, 0.257, -0.322], [0.717, -0.254, -0.294], [-0.400, -0.232, -0.047], [0.413, 0.241, 0.128], [-0.904, -0.974, -0.694], [1.235, 3.327, 0.976], [-1.379, -0.561, -0.694], [-0.590, -0.867, -0.187], [0.313, -1.964, -0.166], [-0.442, 1.270, -0.215], [0.870, 0.097, 2.051], [-0.455, -0.105, -0.216], [-0.482, -0.284, 0.822], [-0.530, -0.989, -2.207], [-0.083, 0.219, -0.242], [0.229, -0.077, 0.361], [0.602, -0.318, 0.183], [-0.101, -0.367, 0.073], [-0.548, -0.932, -0.253], [0.366, 0.025, 0.028], [-0.200, -0.236, 0.214], [0.333, 0.087, -0.021], [-0.003, 0.010, -0.130], [-0.298, -0.220, -0.106], [0.443, 0.540, 0.139], [-0.030, -0.369, -0.052], [0.329, 0.248, -0.038], [0.229, 0.379, 0.285], [0.066, 0.995, -0.339], [-0.468, -0.155, -0.217], [0.976, 0.228, 0.246], [0.041, 0.784, 0.220], [-0.115, 0.022, -0.283], [0.599, -0.075, 0.242], [-0.220, -0.292, -1.685], [0.340, 0.250, 1.613], [0.591, 0.812, 0.358], [-0.248, -0.400, -1.174], [-0.318, -1.375, 0.489], [1.210, -0.309, 0.403], [-1.449, 1.402, 0.108], [0.913, -1.970, -1.832], [-0.649, -0.482, -0.049], [-1.759, 0.541, -0.032], [0.370, 0.563, 1.348], [0.108, 0.304, 0.937], [-1.320, 0.194, 0.618], [2.187, 1.124, -0.925], [-0.292, -0.835, -0.599], [0.186, 1.637, -0.164], [1.466, -0.133, 0.683], [0.226, -1.464, 0.163], [-0.438, 0.133, -0.208], [-1.146, 0.572, 1.299], [0.045, 0.477, -1.027], [-1.569, -0.754, 1.130], [-0.076, 0.999, 0.310], [0.946, 0.013, 0.883], [0.409, -1.103, -0.193], [-0.842, 0.407, -1.433], [-0.722, -0.390, 0.006], [1.921, 0.849, -0.682], [-1.935, 0.988, -0.722], [3.320, -2.529, 3.063], [-0.472, -1.287, 2.853], [0.876, 1.146, -3.582], [-1.587, 1.668, -1.354], [-0.351, 0.194, 1.344], [-0.455, -0.247, -4.527], [-0.083, 0.303, 1.368], [0.398, 0.185, 1.354], [0.371, -0.257, 0.512]],
  "lowdin_charge": [0.055, -0.090, -0.024, 0.031, -0.114, 0.025, 0.052, -0.133, 0.060, -0.004, -0.102, 0.023, 0.017, 0.034, 0.111, 0.119, 0.106, 0.158, 0.132, 0.116, 0.147, 0.133, 0.152, 0.141, 0.124, 0.114, 0.113, 0.106, -0.079, -0.255, -0.193, -0.068, -0.226, -0.065, -0.147, -0.169, -0.097, 0.056, 0.075, 0.082, 0.072, 0.110, 0.108, 0.114, 0.102, 0.132, 0.130, 0.129, 0.129, 0.115, 0.120, 0.121, 0.121, 0.135, 0.131, 0.104, 0.105, 0.107, -0.086, -0.278, -0.207, -0.067, -0.250, -0.018, -0.126, -0.140, -0.148, 0.021, 0.075, 0.073, 0.082, 0.110, 0.124, 0.121, 0.114, 0.141, 0.140, 0.122, 0.132, 0.114, 0.118, 0.108, 0.127, 0.135, 0.141, 0.117, 0.107, 0.099, -0.091, -0.228, -0.164, -0.079, -0.240, -0.072, -0.160, -0.163, -0.086, 0.044, 0.062, 0.084, 0.059, 0.112, 0.110, 0.119, 0.108, 0.107, 0.141, 0.134, 0.119, 0.125, 0.121, 0.124, 0.126, 0.130, 0.139, 0.106, 0.108, 0.105, -0.102, -0.222, -0.169, -0.092, -0.238, -0.094, -0.126, -0.155, -0.117, 0.062, 0.077, 0.081, 0.073, 0.107, 0.107, 0.109, 0.103, 0.126, 0.131, 0.128, 0.141, 0.120, 0.123, 0.124, 0.121, 0.137, 0.135, 0.093, 0.104, 0.112, -0.074, -0.258, -0.230, -0.095, -0.221, -0.074, -0.158, -0.128, -0.094, 0.041, 0.085, 0.073, 0.081, 0.116, 0.112, 0.121, 0.111, 0.135, 0.141, 0.126, 0.137, 0.111, 0.125, 0.114, 0.124, 0.134, 0.132, 0.117, 0.100, 0.098, -0.101, -0.223, -0.188, -0.111, -0.215, -0.033, -0.156, -0.148, -0.075, 0.051, 0.046, 0.062, 0.061, 0.113, 0.115, 0.115, 0.120, 0.137, 0.115, 0.127, 0.139, 0.111, 0.136, 0.116, 0.122, 0.129, 0.135, 0.098, 0.100, 0.102, 0.869, -0.319, -0.301, -0.302, -0.307, -0.327, -0.313, 0.869, -0.294, -0.291, -0.309, -0.307, -0.328, -0.339, 0.859, -0.290, -0.303, -0.349, -0.300, -0.306, -0.311, 0.858, -0.293, -0.305, -0.299, -0.327, -0.292, -0.342, 0.088, -1.007, -0.069, -0.047, 0.084, 0.086, -0.839, 0.018, -0.018, 0.106]
}